Computed, not measured: C22H34N2O3S in the gas phase, with the ωB97M-V functional and the def2-TZVPD basis.

Bonds (Å) are listed after each position.
Element x y z (Å)
1 C -0.682 -3.023 -1.675  C2 1.527, H60 1.086, H61 1.089, H62 1.086
2 C -0.455 -2.697 -0.201  C1 1.527, H3 1.090, H4 1.093, C5 1.540
3 H 0.516 -3.063 0.134  C2 1.090
4 H -1.211 -3.226 0.384  C2 1.093
5 C -0.565 -1.211 0.189  C2 1.540, N6 1.477, C35 1.534, C39 1.550
6 N 0.496 -0.362 -0.387  C5 1.477, C7 1.353, C20 1.443
7 C 0.226 0.963 -0.349  N6 1.353, O8 1.220, C9 1.529
8 O -0.770 1.402 0.204  C7 1.220
9 C 1.176 1.931 -1.055  C7 1.529, C10 1.489, H18 1.091, H19 1.095
10 C 2.419 2.173 -0.273  C9 1.489, C11 1.360, S14 1.736
11 C 2.529 2.460 1.052  C10 1.360, C12 1.414, H17 1.075
12 C 3.867 2.640 1.475  C11 1.414, C13 1.355, H16 1.075
13 C 4.758 2.491 0.465  C12 1.355, S14 1.721, H15 1.072
14 S 3.982 2.132 -1.029  C10 1.736, C13 1.721
15 H 5.826 2.577 0.493  C13 1.072
16 H 4.146 2.871 2.487  C12 1.075
17 H 1.677 2.537 1.703  C11 1.075
18 H 1.405 1.580 -2.062  C9 1.091
19 H 0.616 2.867 -1.145  C9 1.095
20 C 1.778 -0.897 -0.776  N6 1.443, H21 1.088, H22 1.090, C23 1.549
21 H 1.641 -1.870 -1.244  C20 1.088
22 H 2.229 -0.232 -1.512  C20 1.090
23 C 2.770 -1.060 0.403  C20 1.549, C24 1.535, O30 1.423, H34 1.097
24 C 4.210 -1.259 -0.089  C23 1.535, H25 1.091, C26 1.526, H33 1.087
25 H 4.909 -0.865 0.649  C24 1.091
26 C 4.324 -2.780 -0.161  C24 1.526, H27 1.090, C28 1.526, H32 1.087
27 H 3.891 -3.150 -1.091  C26 1.090
28 C 3.473 -3.199 1.033  C26 1.526, H29 1.099, O30 1.419, H31 1.093
29 H 4.074 -3.219 1.953  C28 1.099
30 O 2.457 -2.218 1.170  C23 1.423, C28 1.419
31 H 2.996 -4.175 0.907  C28 1.093
32 H 5.348 -3.135 -0.082  C26 1.087
33 H 4.397 -0.772 -1.042  C24 1.087
34 H 2.679 -0.188 1.062  C23 1.097
35 C -0.491 -1.111 1.718  C5 1.534, H36 1.087, H37 1.088, H38 1.088
36 H -0.656 -0.085 2.038  C35 1.087
37 H -1.218 -1.766 2.194  C35 1.088
38 H 0.500 -1.426 2.035  C35 1.088
39 C -1.877 -0.670 -0.435  C5 1.550, O40 1.214, N41 1.348
40 O -1.937 -0.429 -1.624  C39 1.214
41 N -2.950 -0.630 0.380  C39 1.348, H42 1.007, C43 1.450
42 H -2.797 -0.655 1.375  N41 1.007
43 C -4.187 -0.004 -0.043  N41 1.450, C44 1.528, C48 1.530, H59 1.095
44 C -5.389 -0.824 0.422  C43 1.528, C45 1.526, H57 1.092, H58 1.093
45 C -6.684 -0.168 -0.050  C44 1.526, C46 1.526, H55 1.092, H56 1.092
46 C -6.782 1.264 0.469  C45 1.526, C47 1.526, H53 1.092, H54 1.093
47 C -5.574 2.081 0.018  C46 1.526, C48 1.525, H51 1.092, H52 1.092
48 C -4.282 1.426 0.493  C43 1.530, C47 1.525, H49 1.091, H50 1.094
49 H -3.410 1.988 0.156  C48 1.091
50 H -4.266 1.401 1.586  C48 1.094
51 H -5.566 2.145 -1.072  C47 1.092
52 H -5.643 3.097 0.413  C47 1.092
53 H -7.702 1.727 0.106  C46 1.092
54 H -6.823 1.252 1.561  C46 1.093
55 H -6.703 -0.158 -1.142  C45 1.092
56 H -7.541 -0.749 0.296  C45 1.092
57 H -5.316 -1.840 0.029  C44 1.092
58 H -5.386 -0.883 1.514  C44 1.093
59 H -4.153 0.020 -1.136  C43 1.095
60 H -1.730 -2.913 -1.935  C1 1.086
61 H -0.384 -4.052 -1.873  C1 1.089
62 H -0.122 -2.362 -2.329  C1 1.086

Values from the calculation:
Calculated total energy = -1592.16685 a.u.
SMILES string = CC[C@](C)(C(=O)NC1CCCCC1)N(C[C@@H]1CCCO1)C(=O)Cc1cccs1
2S+1 = 1
M = 406.6 g/mol
Lowest unoccupied orbital energy = 0.616 eV
HOMO = -8.77 eV